[1]
ORCA calculation (wB97M-V/def2-TZVPD) on a structure of composition C18H25BeN2O2Sb2.

Geometry as XYZ:
```
50
Properties=species:S:1:pos:R:3:forces:R:3
Sb 1.602305 1.377598 -0.040693 0.954 0.849 -0.284
Sb 0.251085 -1.149168 2.496338 0.662 -0.301 0.880
O -1.767395 0.589806 -0.067328 0.402 0.104 0.360
O -0.391440 -1.262734 -0.685758 0.330 0.366 0.513
N -1.444622 -1.139034 -1.413249 -0.248 -0.743 -0.902
N -2.153673 -0.166315 -1.085593 0.574 0.005 0.543
C -5.597310 0.814895 -3.204370 0.054 -0.002 0.071
C -5.231296 1.568653 -2.100590 0.035 -0.153 -0.171
C 5.104084 -1.405889 3.232600 0.020 -0.052 0.012
C 2.924743 0.721628 -1.600635 -0.278 -0.095 0.297
C 1.698228 0.167079 3.474523 -0.386 0.009 -0.079
C 3.804181 -1.122344 3.600414 -0.020 0.050 0.031
C 1.554462 -2.616874 1.663788 -0.098 0.053 0.051
C 5.054001 0.448615 1.724951 -0.018 -0.061 0.018
C 5.731587 -0.618831 2.281444 0.061 -0.018 0.032
C 3.079035 1.924691 1.466242 -0.453 0.000 -0.256
C 3.741810 0.746279 2.085756 0.048 -0.277 0.113
C -3.704500 -0.631520 -2.875439 0.051 0.071 0.119
C -4.092713 1.243009 -1.383988 0.392 -0.173 0.174
C -4.844883 -0.291437 -3.576971 -0.027 0.161 0.086
C 3.098795 -0.062662 3.034693 0.311 -0.026 -0.072
C -0.349869 -2.230858 4.265453 -0.224 0.237 -0.364
C 1.243617 3.351488 -0.822890 -0.230 -0.404 0.206
C -3.326412 0.154056 -1.786916 -1.393 0.304 -0.782
Be -0.392487 -0.066096 0.385009 -0.479 -0.077 -0.264
H 3.549326 -0.085485 -1.231908 0.066 -0.098 0.039
H 2.338737 0.363323 -2.441152 -0.058 -0.050 -0.057
H 1.597615 -0.041439 4.538624 -0.066 0.005 0.018
H 2.055204 -2.211110 0.789332 0.065 0.034 -0.072
H 1.365325 1.188679 3.298470 -0.043 -0.017 0.071
H -0.674823 -1.528877 5.028563 -0.023 0.069 -0.018
H 6.752852 -0.820242 1.997407 0.083 -0.017 -0.048
H 3.810904 2.546940 0.955325 -0.051 0.055 -0.085
H -1.161644 -2.915879 4.042921 -0.056 -0.032 -0.046
H 3.316109 -1.722391 4.359281 0.004 -0.049 0.042
H 0.599725 3.272589 -1.693463 -0.068 0.022 -0.064
H 3.549206 1.549121 -1.924490 -0.005 0.115 0.086
H 0.963013 -3.475389 1.357773 -0.100 -0.030 -0.055
H -5.158723 -0.880949 -4.422009 0.050 -0.131 -0.114
H -6.468718 1.087143 -3.778885 -0.116 0.000 -0.012
H -3.113512 -1.486953 -3.157391 0.036 -0.057 -0.060
H 5.627553 -2.229138 3.692682 0.064 -0.083 0.046
H 2.297774 -2.931435 2.390082 0.012 0.048 0.056
H 5.560308 1.083043 1.012408 0.040 0.084 -0.110
H 0.751862 3.957202 -0.068051 -0.050 0.066 0.032
H 0.505039 -2.793169 4.629444 0.144 0.027 -0.087
H -3.785042 1.812056 -0.520307 -0.027 0.065 0.004
H 2.564847 2.541732 2.201797 -0.047 0.073 -0.026
H 2.182928 3.813121 -1.110164 0.139 -0.078 0.038
H -5.834120 2.409929 -1.804545 -0.037 0.151 0.091
```
Forces are in eV/Å.

E_HOMO: -11.2824 eV
Orbital gap: 8.31 eV
2S+1: 1
Max |F|: 1.627 eV/A
Total charge: +1

[2]
ORCA calculation (wB97M-V/def2-TZVPD) on a cluster of 2 separate species, C3H6O4 in total.

Geometry as XYZ:
```
13
Properties=species:S:1:pos:R:3:forces:R:3
O -0.813325 -1.790453 0.403969 0.779 1.416 -0.692
O 1.651571 -1.567974 -0.528984 -1.132 0.735 -0.355
O -1.654235 -0.569079 -1.292122 0.799 0.458 0.712
O 0.582177 -0.801053 -1.173987 -1.114 -0.722 1.107
C -0.168010 1.288672 1.044105 1.346 1.023 -0.382
C 0.881904 1.624247 0.264824 -1.124 -0.242 0.991
C -0.642471 -1.011090 -0.517692 0.490 -2.479 -0.972
H 1.142749 -2.268433 -0.076851 -0.060 0.065 0.101
H -0.012988 0.734071 1.963741 -0.116 -0.044 -0.127
H 0.752804 2.212645 -0.636759 0.021 -0.026 0.070
H -2.459261 -0.876847 -0.835061 0.288 0.184 -0.190
H 1.889665 1.318346 0.527728 -0.121 -0.098 -0.161
H -1.150579 1.706948 0.857089 -0.055 -0.269 -0.102
```
Forces are in eV/Å.

E_HOMO: -10.0230 eV
Orbital gap: 10.54 eV
2S+1: 1
Max |F|: 2.707 eV/A
Relative energy (zero: lowest compared OMol25 entry of this formula, charge and spin): 386.9 kJ/mol
Total charge: 0

[3]
ORCA calculation (wB97M-V/def2-TZVPD) on the molecule C5H5N.

Geometry as XYZ:
```
11
Properties=species:S:1:pos:R:3:forces:R:3
N 0.825020 1.502713 2.856238 0.298 0.435 0.983
C -0.432879 -0.418742 -0.581298 0.505 0.655 2.507
C 0.316279 0.575959 0.407974 -0.182 0.820 1.109
C 0.586710 1.101526 1.816365 -1.599 -1.836 -2.936
C 0.963290 -0.627962 -0.125175 -1.104 -0.627 -1.016
C -1.606815 -0.532289 -1.182004 1.005 1.251 1.860
H 1.753487 -0.508203 -0.790814 1.459 0.008 -1.014
H -1.658565 -1.111517 -2.080501 -0.795 -0.385 -0.112
H 0.543293 1.337865 -0.282099 0.170 1.487 -0.366
H -2.359981 0.082281 -0.621601 0.152 -0.763 -1.583
H 1.070161 -1.401630 0.582917 0.090 -1.045 0.568
```
Forces are in eV/Å.

E_HOMO: -10.3152 eV
Orbital gap: 11.09 eV
2S+1: 1
Max |F|: 3.814 eV/A
Relative energy (zero: lowest compared OMol25 entry of this formula, charge and spin): 335.6 kJ/mol
Total charge: 0

[4]
ORCA calculation (wB97M-V/def2-TZVPD) on a cluster of 8 separate species, C22H37Cl10FO2 in total.

Geometry as XYZ:
```
72
Properties=species:S:1:pos:R:3:forces:R:3
Cl -1.653887 -4.572592 0.697864 -0.510 0.002 0.091
Cl -5.373794 1.376415 2.553805 0.039 0.246 0.670
Cl 0.229993 -0.984938 -4.039948 -0.101 0.044 -0.071
Cl -1.176397 -3.841843 4.014563 0.556 0.330 -0.627
Cl 0.093334 -4.111938 -2.960554 -0.055 0.094 0.246
Cl -4.645888 -1.795460 2.844940 0.565 0.253 -0.123
Cl -2.342801 3.692338 0.460685 0.101 -0.109 0.486
Cl 0.569387 4.069380 2.312950 -1.213 0.177 0.392
Cl 5.101799 0.096388 1.488423 0.407 -0.134 -0.885
Cl 5.526056 -0.455159 -2.798249 0.027 -0.124 0.077
F 0.415803 0.687548 -9.341040 -0.023 0.029 -0.048
O -0.445858 -0.486024 0.383241 -1.382 -0.948 -0.716
O -2.331580 1.719441 4.766793 0.095 2.906 -1.567
C -4.780638 0.335735 1.237776 -1.140 0.772 -0.556
C -1.997277 3.022460 2.110649 1.572 -0.056 -0.816
C 0.759834 1.391322 -0.436503 1.190 0.240 0.167
C 1.043616 0.401538 1.898162 3.332 0.111 -0.119
C -2.437193 0.807461 5.497726 0.261 -3.687 1.478
C 2.864104 2.193246 -7.129866 -0.155 0.037 -0.646
C 2.471776 -0.115432 -6.513373 0.670 2.209 0.637
C 1.959819 1.994362 -8.182531 0.660 1.639 -0.571
C 5.847052 -0.272061 -0.142736 0.442 -0.448 1.127
C 1.298020 0.826107 -8.331273 -0.168 -1.278 -0.160
C -3.788831 -0.688053 1.682604 -0.888 -0.723 -0.068
C -0.354638 -2.665850 -1.970587 -0.652 -0.556 -0.886
C 5.005642 0.199570 -1.227103 -2.334 1.768 -0.910
C 3.064700 1.166780 -6.256315 -0.486 -1.994 0.086
C 1.587453 -0.281592 -7.540673 -0.458 -1.270 0.054
C 0.347130 0.386298 0.607257 0.518 0.348 0.109
C -1.158436 3.947791 2.992086 -0.190 -0.280 1.030
C -0.960911 -1.595635 -2.860709 0.021 0.532 0.899
C -0.113692 -4.211694 1.481127 0.406 -0.197 -0.338
C -1.984141 -0.574291 4.996540 -0.380 1.318 -0.295
C -0.178493 -3.221474 2.610370 0.654 -2.731 1.175
C -2.960733 0.818744 6.884345 -0.313 0.664 0.837
H -2.268247 0.336330 7.543200 0.689 -0.712 0.202
H -2.908578 2.595422 2.466114 -0.686 0.541 0.797
H 0.858088 -3.099941 2.948275 -0.382 0.226 0.194
H -1.223387 -0.741319 -2.216242 0.112 -0.292 -0.195
H 6.811499 0.207427 -0.211709 0.337 -0.123 0.385
H -1.355806 2.154703 1.968996 0.017 -0.119 -0.340
H -3.852523 0.175162 6.916892 -0.028 0.577 0.075
H -2.005773 -0.424013 3.932068 0.378 -0.496 -0.495
H -0.107343 1.805504 -0.921953 -0.388 0.361 -0.012
H 3.450718 3.105886 -7.089022 -0.301 0.005 0.188
H -1.577747 4.977451 3.128291 0.585 -0.956 -0.277
H 5.080753 1.290057 -1.310209 -0.192 -0.216 -0.084
H -0.597498 -2.344485 2.269899 -0.911 2.038 -0.508
H 2.058738 -0.138474 1.717801 -1.383 0.829 0.041
H -3.045192 1.813143 7.350954 -0.655 -0.234 -0.622
H -4.461969 1.089215 0.510086 0.531 -0.635 -0.113
H -3.512015 -1.343777 0.863804 0.160 0.131 -0.179
H 1.358054 1.423234 2.139944 -0.290 -0.294 0.457
H 0.503708 -3.729918 0.732892 0.180 0.044 -0.337
H 0.616528 -0.167544 2.693352 -0.769 -0.051 0.469
H 1.447477 2.201516 -0.033837 -0.945 -1.048 -0.610
H -2.563156 -1.419797 5.263577 -1.023 -0.569 0.336
H -1.043613 3.420838 3.993953 -0.177 0.893 -1.333
H 2.721871 -0.901250 -5.838060 0.001 -0.601 0.226
H -2.911588 -0.262034 2.126205 0.348 0.114 0.384
H 0.547344 -2.345478 -1.489805 0.380 0.348 0.187
H 0.344436 -5.177716 1.698879 -0.073 0.247 0.393
H 1.260355 0.796502 -1.222819 0.067 0.343 0.237
H 3.667536 1.237214 -5.372561 0.449 0.245 0.131
H 1.168460 -1.304662 -7.673744 0.032 1.150 -0.267
H -1.869105 -1.904032 -3.379496 0.306 -0.226 -0.067
H -1.069953 -3.021640 -1.228602 0.046 0.199 -0.123
H -5.703781 -0.122887 0.868114 0.435 -0.153 -0.128
H -1.009703 -0.820546 5.351974 1.026 0.151 0.166
H 1.852719 2.756865 -8.960781 -0.199 -0.186 0.404
H 5.908408 -1.332265 -0.272500 0.403 -0.701 0.587
H 3.929937 -0.043581 -1.054372 0.853 -0.015 -0.323
```
Forces are in eV/Å.

E_HOMO: -9.1589 eV
Orbital gap: 9.38 eV
2S+1: 1
Max |F|: 3.980 eV/A
Total charge: 0